# 1
96
Properties=species:S:1:pos:R:3 method="wB97M-V/def2-TZVPD" orbital_gap_ev="6.705 / 5.139" lumo_ev="-3.1345 / -4.7510" s_squared=6.028 spin_multiplicity=5 de_lowest_ev=0.000 e_homo_ha="-0.3616 / -0.3635" total_charge=+1
Ru 1.19865 1.64808 -1.18618
C -1.25187 4.84603 -3.02376
C -0.71877 3.43942 -3.11795
O 0.45192 3.23458 -2.76515
C -1.55247 2.36919 -3.61864
C -2.75040 2.64231 -4.30207
C -3.51288 1.64138 -4.84813
C -3.08873 0.31485 -4.71624
C -1.93713 0.01000 -4.03256
C -1.13015 1.01763 -3.45044
O -0.08078 0.65400 -2.76283
H -0.52070 5.45076 -2.49251
H -2.20605 4.86688 -2.49789
H -1.39267 5.26596 -4.02091
H -3.06684 3.67026 -4.42291
H -4.41226 1.88163 -5.39722
H -3.67634 -0.47934 -5.15964
H -1.59694 -1.01601 -3.95463
C 0.10703 5.46629 2.26493
S 1.17612 4.14023 2.90430
C 2.66172 4.40852 2.00698
C 2.82690 4.37756 0.66408
S 1.67768 4.02552 -0.59222
S 4.42061 4.87646 0.10499
C 5.18911 4.99453 1.66318
S 6.77487 5.31380 1.85490
S 4.07019 4.77341 2.97647
H -0.86866 5.29381 2.71550
H 0.04432 5.39858 1.18306
H 0.49772 6.43067 2.57771
C 3.77671 -0.14399 -3.08362
Si 3.41726 1.48121 -2.19286
C 3.80204 2.96071 -3.30419
C 4.33572 1.51183 -0.51467
H 4.82612 -0.11251 -3.38786
H 3.15865 -0.25517 -3.97528
H 3.61872 -1.01130 -2.44570
H 4.61246 3.54630 -2.86684
H 2.94208 3.61494 -3.43880
H 4.12053 2.60462 -4.28523
H 5.11211 2.27549 -0.53319
H 4.80623 0.54486 -0.32662
H 3.67918 1.72543 0.33297
S -3.43058 0.10029 3.36620
C -2.19588 0.65620 2.25264
C -0.83273 0.66416 2.54329
C 0.05626 1.11419 1.58975
N -0.32714 1.55500 0.38447
C -1.63824 1.57576 0.11544
C -2.59453 1.13555 1.00069
C -2.43828 -0.60823 4.67742
C -2.08023 0.14717 5.78107
C -1.26659 -0.45429 6.73576
N -0.83227 -1.70485 6.63839
C -1.21458 -2.42766 5.59274
C -2.02239 -1.92733 4.58015
H -0.45470 0.33706 3.50022
H 1.11387 1.11581 1.79890
H -1.91975 1.96574 -0.85762
H -3.63963 1.15619 0.72168
H -2.41669 1.16749 5.90155
H -0.94449 0.09048 7.61570
H -0.86005 -3.45264 5.56522
H -2.33115 -2.54570 3.74794
C -3.27378 -5.62146 -1.68026
C -3.33653 -4.15805 -1.25297
C -1.99595 -3.44875 -1.42645
C -2.00606 -2.05513 -0.79698
N -0.71670 -1.38841 -0.88669
C 0.29656 -1.56619 -0.05908
S 1.78400 -0.72917 -0.29187
N 0.16056 -2.40465 0.97018
C 1.19138 -2.69079 1.96481
C 2.21615 -3.74115 1.51441
C 1.78478 -5.19415 1.73420
C 0.51624 -5.59907 0.98475
H -4.24592 -6.09816 -1.56212
H -2.54816 -6.16983 -1.07749
H -2.97926 -5.70211 -2.72751
H -3.64903 -4.09903 -0.20562
H -4.09370 -3.63603 -1.84415
H -1.76271 -3.36023 -2.49040
H -1.20223 -4.05254 -0.97493
H -2.32313 -2.11820 0.24951
H -2.72457 -1.42410 -1.32078
H -0.54803 -0.77726 -1.69875
H -0.60434 -3.05905 0.92333
H 0.68337 -3.02881 2.86953
H 1.70159 -1.75317 2.18084
H 3.13962 -3.57270 2.07169
H 2.43151 -3.57111 0.45632
H 1.65191 -5.37540 2.80423
H 2.60305 -5.83565 1.40225
H -0.36615 -5.08612 1.37700
H 0.32987 -6.66733 1.08903
H 0.61447 -5.37605 -0.07997

---

# 2
95
Properties=species:S:1:pos:R:3 method="wB97M-V/def2-TZVPD" orbital_gap_ev="6.532 / 6.534" lumo_ev="-1.1372 / -1.1369" spin_multiplicity=1 de_lowest_ev=0.000 e_homo_ha="-0.2819 / -0.2819" total_charge=0
Pt 0.34182 0.42085 -1.21916
C 3.57932 -0.27875 -0.20666
O 2.58002 0.62535 -0.63896
C 2.88092 1.97225 -0.51606
C 4.13962 2.45345 -0.20526
C 4.35272 3.81495 -0.02606
C 3.30082 4.70555 -0.16296
C 2.05182 4.24695 -0.51296
C 1.81262 2.87655 -0.69906
N 0.57732 2.42085 -1.05306
N -0.39328 3.24205 -1.09836
C -1.66308 3.04325 -1.39346
C -2.21968 1.77265 -1.75226
O -1.53948 0.66815 -1.90536
C -3.60968 1.70725 -1.99876
C -4.42068 2.80615 -1.93966
C -3.90108 4.07955 -1.60976
C -4.70608 5.23235 -1.55186
C -4.16948 6.45715 -1.25056
C -2.80098 6.57425 -0.99056
C -1.99628 5.46475 -1.02946
C -2.51838 4.20155 -1.33796
H 4.41622 -0.29855 -0.90966
H 3.11872 -1.25905 -0.16076
H 3.94972 -0.01015 0.78604
H 4.97662 1.78395 -0.09276
H 5.33492 4.16395 0.24854
H 3.45622 5.75855 0.01224
H 1.21942 4.92195 -0.63146
H -4.00758 0.74005 -2.26986
H -5.47478 2.71125 -2.15506
H -5.76178 5.13105 -1.75356
H -4.79618 7.33585 -1.21316
H -2.37878 7.54035 -0.75646
H -0.93818 5.54425 -0.82886
C 2.32192 -2.83445 3.46924
C 0.89562 -3.32825 3.51474
S 0.03062 -2.69965 5.00614
O -0.56478 -3.83465 5.65884
O 0.91572 -1.86765 5.76624
C -1.37978 -1.64845 4.41944
C -1.09488 -0.16575 4.59214
N -0.27738 0.34415 3.52234
C -0.65648 0.46795 2.22384
N 0.36502 0.76245 1.44554
C 1.44742 0.85615 2.24894
C 1.07622 0.59855 3.55164
N 1.86392 0.73775 4.70744
O 3.07562 0.63265 4.54274
O 1.30162 1.01815 5.75794
C -2.06428 0.42415 1.77564
H 2.84102 -3.24725 2.60744
H 2.84612 -3.13235 4.37174
H 2.36762 -1.75105 3.40904
H 0.84262 -4.40905 3.61814
H 0.32242 -3.00955 2.65014
H -2.22318 -1.96095 5.02684
H -1.55848 -1.93025 3.38664
H -0.55428 -0.00965 5.53134
H -2.03388 0.39555 4.62544
H 2.41142 1.15945 1.89854
H -2.51088 -0.56055 1.89024
H -2.08988 0.70975 0.72764
H -2.65248 1.13975 2.34904
C 1.01412 -2.72565 -0.07846
Si 0.25342 -1.91295 -1.68986
C -1.58588 -2.66765 -1.76426
C -1.56478 -4.19595 -1.82736
C -2.32418 -2.24305 -0.49496
C -2.37478 -2.15165 -2.96536
C 1.40942 -2.48845 -3.20486
C 0.76282 -2.20535 -4.55976
C 1.70392 -3.98745 -3.11636
C 2.74092 -1.73725 -3.14946
H 0.39162 -3.53135 0.29374
H 1.11562 -1.99535 0.71894
H 1.99262 -3.14485 -0.28136
H -0.89728 -4.63915 -1.09366
H -1.25978 -4.53065 -2.81396
H -2.56558 -4.58635 -1.64076
H -1.82028 -2.60605 0.39674
H -3.33898 -2.64365 -0.49946
H -2.38138 -1.16145 -0.45306
H -1.97158 -2.53485 -3.89656
H -2.35718 -1.06775 -3.00316
H -3.41028 -2.48145 -2.89486
H -0.11918 -2.82185 -4.70756
H 1.46732 -2.44195 -5.35836
H 0.47602 -1.16075 -4.65076
H 0.82082 -4.57555 -3.34536
H 2.05292 -4.27465 -2.12846
H 2.48042 -4.25125 -3.83536
H 2.58082 -0.66435 -3.07186
H 3.31812 -1.92985 -4.05346
H 3.33232 -2.06895 -2.30246

---

# 3
105
Properties=species:S:1:pos:R:3 method="wB97M-V/def2-TZVPD" orbital_gap_ev=7.521 lumo_ev=-0.7756 spin_multiplicity=1 smiles="CCSCc1cc2c(cc1CCO[Si](C)(C)C)C(=O)c1cc(P(CC)CC)cc(CC(=O)Br)c1C2=O.O=S1(=O)OCCO1.O=S1(=O)OCCO1.O=S1(=O)OCCO1" e_homo_ha=-0.3049 total_charge=0
C 4.39101 -7.12829 -2.21582
C 4.79946 -5.83749 -1.50731
S 3.98951 -4.35162 -2.13692
C 2.24664 -4.80635 -1.96686
C 1.32662 -3.70742 -1.48402
C 0.26638 -3.38007 -2.33042
C -0.68405 -2.44209 -1.96498
C -0.58965 -1.80991 -0.72273
C 0.46863 -2.11739 0.11349
C 1.44151 -3.04742 -0.25285
C 2.55100 -3.29263 0.74137
C 3.44716 -2.07809 0.96452
O 4.07779 -1.67455 -0.24421
Si 3.87793 -0.10494 -0.77034
C 4.11403 -0.18825 -2.63442
C 5.16303 1.09416 -0.12990
C 2.18093 0.59364 -0.39422
C -1.64809 -0.82789 -0.36198
O -1.43129 0.19110 0.25091
C -3.00814 -1.18935 -0.86881
C -4.14954 -0.92910 -0.12505
C -5.40158 -1.29549 -0.61316
P -6.87482 -0.97550 0.42086
C -8.19332 -0.41186 -0.73392
C -8.92390 -1.42884 -1.62278
C -7.38653 -2.67337 0.89300
C -8.73977 -2.65243 1.63011
C -5.47858 -1.89107 -1.87421
C -4.34796 -2.14067 -2.64602
C -4.50783 -2.76168 -4.00733
C -4.79417 -1.81440 -5.15163
O -5.11135 -2.15312 -6.23815
Br -4.64790 0.10636 -4.76821
C -3.09970 -1.80515 -2.12304
C -1.82072 -2.07603 -2.85076
O -1.71995 -1.98138 -4.05398
H 3.32511 -7.31786 -2.09715
H 4.61089 -7.06264 -3.28023
H 4.91300 -7.98166 -1.78153
H 4.59639 -5.93347 -0.43887
H 5.86503 -5.67561 -1.65830
H 2.14557 -5.66282 -1.29731
H 1.88731 -5.12777 -2.94222
H 0.15457 -3.86871 -3.29016
H 0.54887 -1.62844 1.07674
H 2.09230 -3.55273 1.69966
H 3.15270 -4.14711 0.43495
H 2.91280 -1.25981 1.43780
H 4.22949 -2.38123 1.66411
H 3.14162 -0.15432 -3.12986
H 4.74812 0.61324 -3.00771
H 4.55350 -1.15111 -2.90371
H 6.16416 0.66315 -0.14115
H 5.17108 1.91663 -0.85285
H 4.93411 1.51713 0.84381
H 1.50036 0.44156 -1.23132
H 1.72251 0.23692 0.52397
H 2.30843 1.67072 -0.25214
H -4.07846 -0.44553 0.84128
H -8.92915 0.05656 -0.07718
H -7.79705 0.39953 -1.34591
H -9.11930 -2.36498 -1.10372
H -9.89612 -1.03679 -1.92498
H -8.36952 -1.62987 -2.53831
H -7.48617 -3.27536 -0.01410
H -6.60451 -3.10978 1.50889
H -9.51146 -3.15312 1.04745
H -9.09292 -1.63987 1.83117
H -8.67478 -3.16576 2.58720
H -6.44121 -2.17981 -2.27617
H -5.35782 -3.44598 -3.97374
H -3.63485 -3.34345 -4.29408
O 2.34525 -0.22183 3.64045
S 3.57985 0.48367 3.59566
O 4.65551 0.01875 2.79559
O 4.08985 0.70382 5.08834
C 4.27947 2.12009 5.33375
C 3.26643 2.79436 4.42950
O 3.30112 1.99446 3.23210
H 5.30292 2.38216 5.06272
H 4.11285 2.32733 6.38605
H 3.49927 3.81846 4.16478
H 2.26047 2.74802 4.85126
O 3.83882 5.71245 4.75188
S 3.68039 7.11976 4.60355
O 3.84130 7.98828 5.70987
O 2.27605 7.36470 3.89996
C 2.44180 8.09932 2.67667
C 3.81992 7.69596 2.19403
O 4.59823 7.62348 3.40650
H 2.38405 9.16574 2.90076
H 1.65365 7.82326 1.98211
H 4.26743 8.42311 1.52360
H 3.80908 6.71224 1.72195
O 0.87903 4.98698 2.23551
S 1.20866 5.12997 0.86341
O 2.53129 5.47889 0.47615
O 0.17500 6.15882 0.20871
C -0.48930 5.55793 -0.91615
C -0.52187 4.08122 -0.57795
O 0.75280 3.84703 0.04161
H 0.09913 5.75513 -1.81368
H -1.47972 5.99046 -1.02270
H -0.61892 3.44308 -1.45090
H -1.30714 3.84166 0.14039